*1*
This record from OMol25 describes 2 unconnected molecules or ions with the total composition C6H12N2O. The level of theory is the ωB97M-V functional and the def2-TZVPD basis.

Geometry as XYZ:
```
21
Properties=species:S:1:pos:R:3:nbo_charge:R:1
H -0.95861 -0.44621 -1.99820 0.334
N -1.32208 -0.93855 -1.17793 -0.581
C -0.41496 -1.16811 -0.28523 0.247
C -0.78188 -1.82277 1.01402 -0.679
C 1.03171 -0.76807 -0.50215 0.248
C 1.61509 -0.91391 -1.87548 -0.701
N 1.70491 -0.26358 0.48162 -0.618
H 2.66352 -0.04087 0.18685 0.335
H -1.20473 -2.81086 0.81388 0.239
H 0.08162 -1.93390 1.67291 0.233
H -1.53593 -1.21154 1.51981 0.241
H 0.99455 -1.55235 -2.50762 0.231
H 2.61455 -1.35140 -1.80575 0.236
H 1.69285 0.07858 -2.32970 0.237
C -0.77784 2.08226 1.60734 -0.737
C -1.02081 2.24028 0.13869 0.438
O -2.13093 2.41830 -0.34979 -0.523
H -0.55147 3.05918 2.03864 0.241
H -1.65615 1.64548 2.08727 0.233
H 0.07370 1.41786 1.76332 0.244
H -0.11711 2.28021 -0.49249 0.101
```

Properties
Kohn-Sham gap   9.99 eV
M   128.175 Da
SMILES   [H]/N=C(C)\C(C)=N\[H].CC=O
LUMO energy   0.010 Ha
Spin multiplicity   1



*2*
This record from OMol25 describes a molecular structure, C6H12N2O. The level of theory is the ωB97M-V functional and the def2-TZVPD basis.

Geometry as XYZ:
```
21
Properties=species:S:1:pos:R:3:nbo_charge:R:1
C -0.41705 1.52030 0.26838 -0.505
C 0.02770 1.33461 -1.14723 -0.452
C 1.93814 0.01562 1.48582 -0.407
C -0.69360 -1.50047 -1.68694 -0.741
N 0.78925 -0.58847 0.82402 -0.663
C -0.43956 0.10393 0.84242 0.455
C -1.19635 -0.11896 -1.34841 0.623
N -1.50361 -0.29842 1.43550 -0.654
O -2.34631 0.20505 -1.40106 -0.541
H 0.66283 -1.54948 1.12647 0.368
H -1.36479 -1.15316 1.97438 0.325
H 0.18116 2.23247 0.84430 0.214
H -1.46817 1.83921 0.27395 0.254
H 0.92222 0.75895 -1.34909 0.201
H -0.06869 2.22013 -1.77033 0.215
H 2.81445 -0.61100 1.31787 0.206
H 2.14289 0.98813 1.04128 0.205
H 1.78913 0.14280 2.56536 0.180
H 0.39198 -1.53351 -1.70244 0.229
H -1.09665 -1.80497 -2.65323 0.247
H -1.06496 -2.20279 -0.94102 0.238
```

Properties
Kohn-Sham gap   9.26 eV
M   128.175 Da
LUMO energy   0.027 Ha
Spin multiplicity   1



*3*
This record from OMol25 describes C6H12N2O in the gas phase. The level of theory is the ωB97M-V functional and the def2-TZVPD basis.

Geometry as XYZ:
```
21
Properties=species:S:1:pos:R:3:nbo_charge:R:1
H 0.93994 -0.26277 -2.16565 0.324
N 1.62968 0.29567 -1.66384 -0.610
C 1.46228 0.34898 -0.40969 0.262
C 2.56235 0.91288 0.43267 -0.667
C 0.29286 -0.24178 0.40349 0.417
O 0.50654 -0.52055 1.61745 -0.713
C -0.67406 -1.04964 -0.39586 0.002
C -1.19348 -2.33291 0.15970 -0.648
N -1.42907 0.38035 0.30619 -0.577
C -1.53819 1.75634 -0.13294 -0.410
H 2.89891 0.17940 1.16456 0.250
H 3.40934 1.19051 -0.18931 0.226
H 2.18946 1.77812 0.98348 0.224
H -0.65022 -1.00549 -1.48685 0.207
H -2.13229 -2.58603 -0.33585 0.219
H -1.35974 -2.27130 1.23227 0.246
H -0.46824 -3.12574 -0.04364 0.242
H -1.74114 0.19323 1.25175 0.401
H -2.54566 2.11642 0.07287 0.205
H -0.83579 2.41277 0.39788 0.189
H -1.32350 1.83155 -1.19867 0.210
```

Properties
Kohn-Sham gap   9.38 eV
M   128.175 Da
SMILES   [H]/N=C(/C)[C@]1([O-])[C@@H](C)[N@@H+]1C
LUMO energy   0.029 Ha
Spin multiplicity   1



*4*
This record from OMol25 describes C6H12N2O in the gas phase. The level of theory is the ωB97M-V functional and the def2-TZVPD basis.

Geometry as XYZ:
```
21
Properties=species:S:1:pos:R:3:nbo_charge:R:1
C 2.58320 -0.09728 0.73253 -0.650
C 1.24946 0.20307 0.14790 0.045
C 1.29865 0.72934 -1.30630 -0.671
C 0.13985 0.01365 0.93250 -0.206
C -1.49149 0.02597 0.92692 -0.158
C -1.62099 1.35333 0.18169 0.421
O -1.29790 2.44534 0.59291 -0.535
N -2.17337 -1.09337 0.31838 -0.516
N -1.47274 -1.51767 -0.88794 -0.658
H 2.82094 0.34366 1.70374 0.229
H 3.34508 0.33416 0.04777 0.209
H 2.86910 -1.20057 0.85761 0.223
H 0.26954 1.15508 -1.47564 0.227
H 1.14614 -0.16671 -1.89751 0.234
H 2.27036 1.33082 -1.61389 0.230
H 0.43296 -0.37629 1.89802 0.195
H -1.87187 0.19929 1.90594 0.224
H -1.83589 1.30738 -0.94366 0.094
H -3.17477 -1.23125 0.27765 0.374
H -2.11242 -1.31195 -1.65947 0.341
H -1.37382 -2.44600 -0.73914 0.350
```

Properties
Kohn-Sham gap   9.50 eV
M   128.175 Da
SMILES   CC(C)=C[C@@H](C=O)NN
LUMO energy   0.032 Ha
Spin multiplicity   1



Stability check: which of them is most stable? *1*.



*1*
This record from OMol25 describes C6H12N2O in the gas phase. The level of theory is the ωB97M-V functional and the def2-TZVPD basis.

Geometry as XYZ:
```
21
Properties=species:S:1:pos:R:3:nbo_charge:R:1
C 0.86879 0.75611 -2.43711 -0.527
C 0.86834 1.28968 -1.22069 0.004
N 0.52690 0.75256 0.00516 -0.187
O 0.23482 1.79131 0.93406 -0.573
C -0.38307 -0.40631 0.18698 0.208
C -1.77709 -0.09006 -0.35582 -0.632
N 0.12541 -1.60313 -0.43287 -0.816
C -0.44227 -0.71118 1.67401 -0.143
C 0.62388 -0.82128 2.44490 -0.420
H 1.25972 1.32966 -3.25764 0.211
H 0.51587 -0.22771 -2.68423 0.179
H 1.24445 2.29753 -1.09392 0.215
H 0.80216 1.63991 1.70347 0.476
H -2.19113 0.76010 0.18091 0.225
H -2.42318 -0.95401 -0.22964 0.221
H -1.71714 0.16059 -1.41236 0.220
H 1.09613 -1.75525 -0.19151 0.370
H 0.02961 -1.58491 -1.43880 0.363
H -1.43084 -0.88315 2.07122 0.207
H 0.54667 -1.07713 3.48781 0.206
H 1.62197 -0.66335 2.06606 0.192
```

Properties
Kohn-Sham gap   9.13 eV
M   128.175 Da
SMILES   C=CN(O)[C@@](C)(N)C=C
LUMO energy   0.034 Ha
Spin multiplicity   1



*2*
This record from OMol25 describes 3 unconnected molecules or ions with the total composition C6H12N2O. The level of theory is the ωB97M-V functional and the def2-TZVPD basis.

Geometry as XYZ:
```
21
Properties=species:S:1:pos:R:3:nbo_charge:R:1
C 0.03111 0.03313 0.42523 0.438
C -0.34837 1.06552 1.44540 -0.679
N 0.24690 0.34272 -0.88783 -0.114
N -0.29157 -1.26124 0.68643 -0.820
C -1.71413 0.39305 -1.34449 -0.146
C 2.16764 0.01377 0.33550 -0.248
C -2.67443 -0.50608 -1.23842 -0.490
C 2.77484 -1.15330 0.33013 -0.485
O 0.57007 1.69648 -1.06608 -0.563
H 1.07801 1.68223 -1.88740 0.483
H -0.24127 -1.91398 -0.08071 0.401
H -0.97740 -1.45876 1.39422 0.396
H -1.81040 1.28238 -1.96282 0.176
H 2.67983 0.96929 0.38790 0.173
H 0.38791 1.86593 1.44484 0.248
H -0.39518 0.62373 2.43955 0.224
H -1.31920 1.48593 1.18284 0.232
H -3.60003 -0.44095 -1.81025 0.206
H -2.62321 -1.37312 -0.58448 0.190
H 3.84378 -1.26248 0.51082 0.196
H 2.21508 -2.08425 0.27963 0.181
```

Properties
Kohn-Sham gap (spin up / spin down)   7.89 / 7.89 eV
M   128.175 Da
LUMO energy (spin up / spin down)   0.034 / 0.034 Ha
Spin multiplicity   1



*3*
This record from OMol25 describes C6H12N2O in the gas phase. The level of theory is the ωB97M-V functional and the def2-TZVPD basis.

Geometry as XYZ:
```
21
Properties=species:S:1:pos:R:3:nbo_charge:R:1
C 2.31362 -0.36618 -0.48362 -0.638
C 0.84298 -0.24047 -0.71636 -0.101
N 0.13942 -1.43274 -0.29732 -0.660
C -0.68654 -1.08496 0.89036 -0.052
C 0.30088 -0.02988 1.56617 -0.441
C 0.06169 0.76706 0.22396 0.243
O 0.30367 2.09921 -0.01061 -0.684
C -1.41308 0.13794 0.24763 -0.075
N -2.14891 -0.05130 -0.98844 -0.828
H 2.96766 0.37591 -0.99072 0.201
H 2.39085 -1.26183 -0.99749 0.232
H 2.78415 -0.39998 0.56431 0.217
H 0.67228 -0.09850 -1.82646 0.191
H -0.37228 -1.90624 -1.06379 0.380
H -1.21241 -1.86663 1.33796 0.212
H 1.30627 -0.35207 1.72290 0.212
H -0.16113 0.57161 2.39181 0.218
H 1.12830 2.01443 -0.58808 0.474
H -2.03364 0.60680 0.98016 0.188
H -1.52982 0.15719 -1.77995 0.350
H -2.82061 0.65289 -1.03438 0.361
```

Properties
Kohn-Sham gap   9.15 eV
M   128.175 Da
SMILES   C[C@H]1N[C@H]2C[C@]1(O)[C@H]2N
LUMO energy   0.030 Ha
Spin multiplicity   1



*4*
This record from OMol25 describes 2 unconnected molecules or ions with the total composition C6H12N2O. The level of theory is the ωB97M-V functional and the def2-TZVPD basis.

Geometry as XYZ:
```
21
Properties=species:S:1:pos:R:3:nbo_charge:R:1
C 0.61769 -2.89096 -1.33658 -0.644
C 0.80186 -2.08539 -0.11449 0.093
C 0.93231 -2.49677 1.17945 -0.119
N 1.18443 -1.35589 1.94769 -0.539
C 1.18381 -0.29864 1.08310 0.176
N 1.07738 -0.73179 -0.16918 -0.471
H 0.09855 -2.27882 -2.10401 0.233
H 0.12230 -3.88193 -1.05703 0.222
H 1.56912 -3.06618 -1.89504 0.227
H 0.71326 -3.44831 1.66021 0.214
H 1.79300 -1.38545 2.73947 0.414
H 1.42849 0.70957 1.33870 0.198
C -1.05543 1.77670 -0.07466 -0.677
C -1.28985 3.00582 -0.89805 -0.060
O -2.17232 3.83862 -0.18962 -0.743
H -0.51751 1.00705 -0.62741 0.246
H -2.09199 1.28549 0.11186 0.230
H -0.24932 2.06398 0.66785 0.203
H -0.37269 3.64958 -1.15183 0.154
H -1.72656 2.70305 -1.87839 0.172
H -2.04653 3.88026 0.76796 0.470
```

Properties
Kohn-Sham gap   9.65 eV
M   128.175 Da
SMILES   Cc1c[nH]cn1.CCO
LUMO energy   0.031 Ha
Spin multiplicity   1



Stability check: which of them is most stable? *4*.



*1*
This record from OMol25 describes C5H8N2 in the gas phase. The level of theory is the ωB97M-V functional and the def2-TZVPD basis.

Geometry as XYZ:
```
15
Properties=species:S:1:pos:R:3:nbo_charge:R:1
C 0.83090 -0.75811 -1.17498 -0.635
C -1.11426 -0.28361 0.53294 0.458
C -0.11012 0.12593 -0.41661 0.009
C 1.39201 1.07127 1.29344 -0.130
C -1.53530 0.51311 -0.92109 -0.514
N 0.22800 0.93668 0.74345 -0.360
N -1.62609 -1.17114 1.26921 -0.688
H -1.16009 -1.21204 2.17700 0.364
H 1.33218 -0.16747 -1.94750 0.227
H 0.27362 -1.55481 -1.67607 0.235
H 1.57873 -1.22872 -0.53296 0.220
H 1.51161 1.71067 2.17039 0.187
H 2.29612 0.59906 0.90255 0.159
H -2.05823 -0.12263 -1.61950 0.234
H -1.83909 1.54182 -0.80027 0.232
```

Properties
Kohn-Sham gap (spin up / spin down)   8.08 / 8.09 eV
M   96.133 Da
LUMO energy (spin up / spin down)   0.018 / 0.018 Ha
Spin multiplicity   1



*2*
This record from OMol25 describes C5H8N2 in the gas phase. The level of theory is the ωB97M-V functional and the def2-TZVPD basis.

Geometry as XYZ:
```
15
Properties=species:S:1:pos:R:3:nbo_charge:R:1
C -0.17171 -0.31640 2.21624 -0.394
N -0.05363 0.09905 0.84335 -0.327
C -0.67364 1.17748 0.27506 -0.054
C -0.38934 1.19232 -1.06605 -0.331
C 0.44733 0.07612 -1.30888 0.067
N 0.60291 -0.45914 -2.62289 -0.814
C 0.61455 -0.60179 -0.12499 -0.136
H -0.49771 0.53898 2.81181 0.212
H -0.89857 -1.13176 2.32068 0.198
H 0.80212 -0.65373 2.58396 0.207
H -1.24712 1.86688 0.87749 0.207
H -0.74396 1.88816 -1.81654 0.230
H -0.26146 -0.99118 -2.41935 0.374
H 1.36766 -1.13744 -2.65639 0.355
H 1.10255 -1.54755 0.08649 0.206
```

Properties
Kohn-Sham gap   8.93 eV
M   96.133 Da
SMILES   Cn1ccc(N)c1
LUMO energy   0.034 Ha
Spin multiplicity   1



Stability check: which of them is most stable? *2*.



*1*
This record from OMol25 describes C5H8N2 in the gas phase. The level of theory is the ωB97M-V functional and the def2-TZVPD basis.

Geometry as XYZ:
```
15
Properties=species:S:1:pos:R:3:nbo_charge:R:1
C 0.45527 1.92535 1.21697 -0.608
C 0.49095 0.56147 1.41882 0.045
N -0.24001 -0.31450 0.86062 -0.279
C -0.74387 0.18203 -0.52131 -0.239
C 0.11646 -0.70537 -1.48784 -0.497
C -0.18177 -1.86992 -0.64630 0.072
N -0.09991 -1.69325 0.57124 -0.211
H -0.25352 2.66810 0.99056 0.209
H 1.19049 2.34352 1.73132 0.187
H 1.12481 0.22223 2.26989 0.212
H -0.58079 1.27093 -0.66008 0.243
H -1.83769 -0.29388 -0.57195 0.214
H -0.41426 -0.93775 -2.35442 0.213
H 1.23629 -0.71460 -1.53421 0.241
H -0.26246 -2.64437 -1.28331 0.196
```

Properties
Kohn-Sham gap   8.51 eV
M   96.133 Da
SMILES   C=CN1CCC=N1
LUMO energy   0.033 Ha
Spin multiplicity   1



*2*
This record from OMol25 describes C5H8N2 in the gas phase. The level of theory is the ωB97M-V functional and the def2-TZVPD basis.

Geometry as XYZ:
```
15
Properties=species:S:1:pos:R:3:nbo_charge:R:1
C 2.15998 -0.01718 -0.06388 -0.658
C 0.65055 -0.08498 -0.03186 0.188
C -0.28768 -1.04826 -0.19851 -0.329
C -1.76668 -0.98731 0.15893 -0.263
N -2.15760 0.34684 -0.13612 -0.445
C -1.40624 1.25049 -0.11524 0.307
N 0.05053 1.13177 0.11108 -0.673
H 2.66683 -0.94747 0.04815 0.229
H 2.47475 0.49861 0.92414 0.225
H 2.58791 0.26137 -0.99228 0.236
H 0.35603 -2.01410 -0.25606 0.199
H -2.30037 -1.62024 -0.63911 0.216
H -2.01222 -1.20299 1.27943 0.203
H -1.57120 2.33411 -0.49512 0.162
H 0.55539 2.09933 0.40645 0.402
```

Properties
Kohn-Sham gap   8.64 eV
M   96.133 Da
SMILES   CC1=CCN=CN1
LUMO energy   0.033 Ha
Spin multiplicity   1



*3*
This record from OMol25 describes 2 unconnected molecules or ions with the total composition C5H8N2. The level of theory is the ωB97M-V functional and the def2-TZVPD basis.

Geometry as XYZ:
```
15
Properties=species:S:1:pos:R:3:nbo_charge:R:1
C 2.18047 -0.71477 -0.21533 -0.400
N 0.89264 -0.05973 -0.20784 -0.165
C 0.60921 1.25848 -0.09691 -0.014
C -0.71600 1.40759 0.25466 -0.338
C -1.21345 0.08833 0.31356 0.171
C -2.39618 -0.78281 0.23155 -0.758
N -0.18440 -0.75311 0.15965 -0.355
H 2.90941 -0.03013 -0.64824 0.212
H 2.13789 -1.62328 -0.82246 0.220
H 2.47737 -0.97868 0.80488 0.209
H 1.37369 1.98856 -0.30615 0.212
H -1.25138 2.34002 0.35338 0.234
H -1.22543 -1.67895 0.10295 0.350
H -2.74188 -0.87418 -0.80104 0.210
H -3.27144 -0.49974 0.85903 0.213
```

Properties
Kohn-Sham gap   9.30 eV
M   96.133 Da
LUMO energy   0.032 Ha
Spin multiplicity   1



Stability check: which of them is most stable? *2*.